Here is 2 unconnected molecules or ions with the total composition C29H31BClF3O2S at a distorted geometry from the Open Molecules 2025 dataset. Energies are from ωB97M-V/def2-TZVPD.

XYZ file:
```
68
Properties=species:S:1:pos:R:3
C -4.59222 6.66164 2.49262
C -3.96730 5.43515 3.02114
C -3.71304 5.09156 4.33283
C -3.03719 3.82872 4.47639
C -2.75176 3.26444 3.25321
B -2.04939 1.82080 2.96860
C -0.41686 2.14683 2.94319
C 0.35306 1.94065 4.07705
C 1.72998 2.22106 4.05441
C 2.31180 2.67127 2.87538
C 3.80074 2.90160 2.78891
F 4.37195 2.06440 1.86620
F 4.10261 4.17883 2.40279
F 4.44183 2.68385 3.97325
C 1.54156 2.90602 1.74030
C 0.16647 2.62976 1.77944
O -2.49301 1.08413 4.11526
C -3.06167 -0.08673 3.57440
C -1.99300 -1.14353 3.45596
C -4.15178 -0.62481 4.48843
C -3.54972 0.39557 2.09729
C -3.62761 -0.67669 1.02429
C -4.89381 1.11572 2.17841
O -2.51884 1.30123 1.72496
S -3.31327 4.22196 1.94254
H -4.94576 7.29969 3.30197
H -3.85526 7.21960 1.90662
H -5.43174 6.41407 1.83755
H -4.00452 5.71396 5.17178
H -2.76557 3.40064 5.43780
H -0.10553 1.57037 4.99774
H 2.31617 2.08717 4.95845
H 1.98564 3.30171 0.82978
H -0.44724 2.80298 0.89211
H -2.46267 -2.10222 3.23014
H -1.27375 -0.92221 2.65640
H -1.45347 -1.26656 4.40148
H -4.54229 -1.56344 4.07574
H -3.72816 -0.84980 5.47387
H -4.97453 0.08651 4.60320
H -4.31051 -1.47261 1.34255
H -4.03284 -0.22838 0.11046
H -2.64339 -1.09427 0.79161
H -5.69320 0.38074 2.33865
H -4.92566 1.84910 2.99490
H -5.09434 1.61675 1.22326
Cl -5.14857 -5.89064 1.20682
C -3.69580 -4.99632 1.38170
C -3.10083 -4.40953 0.25756
C -1.91253 -3.69174 0.39741
C -1.27156 -3.57559 1.66273
C -0.03210 -2.85495 1.80993
C 0.77675 -2.79113 3.07494
C 2.24419 -2.46658 2.60773
C 2.07581 -2.20747 1.13498
C 0.77842 -2.45069 0.72347
C -1.89382 -4.20740 2.77922
C -3.10312 -4.88616 2.64602
H -3.58351 -4.50806 -0.71460
H -1.46257 -3.23379 -0.48682
H 0.43788 -1.96334 3.70875
H 0.73509 -3.70870 3.68090
H 2.62682 -1.58453 3.14908
H 2.90060 -3.31744 2.84616
H 2.89872 -1.90406 0.49339
H 0.40164 -2.36805 -0.29289
H -1.41969 -4.13328 3.76203
H -3.58631 -5.33037 3.51385
```

Values from the calculation:
Relative energy (zero: lowest compared OMol25 entry of this formula, charge and spin)   67.9 kcal per mole
Energy   -2456.95606 Eh

Here is a molecular structure, C8H10NO2S at a distorted geometry from the Open Molecules 2025 dataset. Energies are from ωB97M-V/def2-TZVPD.

XYZ file:
```
22
Properties=species:S:1:pos:R:3
C 3.00961 -0.61860 -0.03733
C 2.08579 -1.38548 0.61465
C 2.63721 0.64929 -0.43465
C 0.82829 -0.87984 0.82450
C 1.31738 1.12493 -0.40475
C 0.39185 0.32263 0.29170
C -1.04736 0.76646 0.39880
C -1.92907 -0.70364 -0.50904
N -2.89751 -0.32592 -1.27574
O -1.56470 1.76070 -0.38138
O -1.65213 -1.93092 -0.19851
S -1.70151 0.71623 2.02376
H 3.93026 -1.13310 -0.29559
H 2.35342 -2.42403 0.79890
H 3.44831 1.39421 -0.92608
H 0.17597 -1.47736 1.39557
H 1.21188 2.18420 -0.64001
H -0.85618 2.42622 -0.69025
H -3.03162 0.54271 -1.72238
H -3.49523 -1.00390 -1.57497
H -0.89342 -1.90680 0.54366
H -2.32122 1.90203 2.19914
```

Values from the calculation:
Charge   +1
Relative energy (zero: lowest compared OMol25 entry of this formula, charge and spin)   35.9 kcal per mole
Energy   -913.93997 Eh

Here is 2 unconnected molecules or ions with the total composition C7H16N2S at a distorted geometry from the Open Molecules 2025 dataset. Energies are from ωB97M-V/def2-TZVPD.

XYZ file:
```
26
Properties=species:S:1:pos:R:3
C 1.27667 -0.06861 -0.77181
C -1.22165 -0.71022 -1.35534
C 0.66109 0.80963 0.33823
C -1.68063 0.23697 -0.19583
C 0.21758 -0.31445 -1.93534
C 0.72745 -1.47550 -2.85185
C -0.36216 -0.46679 3.31049
N 0.71940 2.97056 3.34138
N -0.55749 0.18337 0.80458
S -0.96639 0.96678 2.29672
H 2.19040 0.24547 -1.14182
H 1.37656 -0.93844 -0.22142
H -1.01948 -1.61610 -0.88529
H -1.95713 -0.79539 -2.09817
H 1.43242 0.81064 1.03345
H 0.55127 1.82297 -0.11812
H -1.63943 1.33683 -0.54666
H -2.53957 0.07058 0.31365
H 0.22602 0.60031 -2.65920
H 0.01715 -1.73390 -3.61485
H 1.06183 -2.38280 -2.34102
H 1.55252 -1.18239 -3.45781
H 0.63206 -0.19214 3.55359
H -0.37305 -1.17390 2.51237
H -1.02235 -0.64625 4.01857
H 0.69694 3.64280 2.67151
```

Values from the calculation:
Relative energy (zero: lowest compared OMol25 entry of this formula, charge and spin)   110.6 kcal per mole
Energy   -783.77290 Eh

Here is a molecular structure, C35H47KN7 from the Open Molecules 2025 dataset. Energies are from ωB97M-V/def2-TZVPD.

XYZ file:
```
90
Properties=species:S:1:pos:R:3
K -1.55559 0.79906 1.72614
C 0.11779 -3.68244 2.10005
C -0.61742 -2.46046 1.62615
N -1.43543 -1.78482 2.32164
C -1.68204 -2.07385 3.72672
C -2.49979 -0.95850 4.38447
N -1.76212 0.30899 4.38173
C -2.48055 1.50389 4.84714
C -1.78875 2.79403 4.38669
N -2.00758 3.10437 2.96682
C -0.89830 3.77954 2.28911
C -1.11256 4.03160 0.78505
N -1.47228 2.86181 -0.01247
C -0.59138 2.12782 -0.57629
C 0.90200 2.25451 -0.43359
C -0.36272 -0.21118 -1.35324
C -0.56460 -1.20131 -2.52725
C -0.69198 -2.60467 -2.13064
C -0.51091 -3.01621 -0.86865
C -0.41743 -2.01736 0.18733
N -0.34804 -0.76314 -0.04061
H 0.49766 -3.53649 3.11093
H 0.95086 -3.93454 1.44917
H -0.56303 -4.53746 2.13330
H -0.73645 -2.19505 4.27002
H -2.22493 -3.01832 3.83395
H -2.78800 -1.28292 5.39257
H -3.42572 -0.81496 3.82011
H -0.90660 0.20200 4.91587
H -2.57405 1.52825 5.93988
H -3.49943 1.47398 4.45099
H -0.71135 2.67681 4.54091
H -2.09013 3.62458 5.03434
H -2.87390 3.61100 2.83475
H -0.00475 3.15733 2.43084
H -0.64602 4.74901 2.74115
H -0.20895 4.53435 0.42381
H -1.92796 4.75001 0.67163
H 1.16100 2.80363 0.46897
H 1.30707 2.80546 -1.28527
H 1.38711 1.27806 -0.39635
H -1.15614 -0.88081 -3.37663
H -0.97241 -3.31777 -2.89691
H -0.61016 -4.06148 -0.60657
C -3.38553 -0.69586 -0.68115
C -3.39057 0.32422 -1.78826
C -4.54011 0.42381 -2.56736
C -4.66007 1.38500 -3.55212
C -3.63013 2.28887 -3.74305
C -2.46123 2.22117 -2.99548
C -1.43254 3.30158 -3.19345
C -2.32546 1.19833 -2.04061
N -1.05824 1.06693 -1.36775
C 0.74878 -0.47482 -2.33113
C 1.03275 0.58961 -3.37236
C 2.00582 -1.20385 -1.92354
C 2.56179 -2.16046 -2.94320
N 2.53784 -0.86316 -0.82425
C 3.81773 -1.34792 -0.42931
C 4.81621 -0.37409 -0.27657
C 4.52448 1.06477 -0.60103
C 6.06849 -0.76021 0.17221
C 6.33312 -2.08376 0.49582
C 5.33577 -3.02865 0.36011
C 4.06867 -2.68420 -0.10923
C 3.03702 -3.76894 -0.26504
H -4.40243 -0.85732 -0.32554
H -2.77487 -0.38930 0.16010
H -2.99548 -1.66504 -1.00034
H -5.35978 -0.25830 -2.37567
H -5.55918 1.44572 -4.15053
H -3.72877 3.07082 -4.48605
H -1.49256 3.70309 -4.20409
H -0.41322 2.96286 -3.02353
H -1.61994 4.12002 -2.49467
H 0.11648 1.09249 -3.66981
H 1.45899 0.13697 -4.26702
H 1.73993 1.32733 -2.99195
H 2.65540 -1.66838 -3.91122
H 1.87528 -2.99964 -3.07231
H 3.53998 -2.53805 -2.65783
H 3.74029 1.45674 0.05007
H 4.17826 1.18428 -1.62975
H 5.41548 1.67621 -0.46864
H 6.84422 -0.01124 0.27483
H 7.31143 -2.37147 0.85676
H 5.53256 -4.06321 0.61632
H 3.08219 -4.46395 0.57410
H 3.21647 -4.35189 -1.17189
H 2.03064 -3.36343 -0.34236
```

Values from the calculation:
Charge   +1
Relative energy (zero: lowest compared OMol25 entry of this formula, charge and spin)   1.9 kcal per mole
Energy   -2344.94303 Eh

Here is a single C3H2I2 molecule from the Open Molecules 2025 dataset. Energies are from ωB97M-V/def2-TZVPD.

XYZ file:
```
7
Properties=species:S:1:pos:R:3
C -0.45990 0.41569 -0.16110
C -0.95656 -0.13650 -1.36315
C 0.65148 0.09664 0.54840
I -0.90861 -2.19783 -1.52826
I 1.36539 1.19421 2.16706
H -1.00823 1.31681 0.11288
H 1.31644 -0.68902 0.22418
```

Values from the calculation:
Relative energy (zero: lowest compared OMol25 entry of this formula, charge and spin)   36.4 kcal per mole
Energy   -710.75091 Eh

Here is a single C5H9NOS molecule at a distorted geometry from the Open Molecules 2025 dataset. Energies are from ωB97M-V/def2-TZVPD.

XYZ file:
```
17
Properties=species:S:1:pos:R:3
C -1.68421 -0.61705 0.95077
C -1.21537 0.48648 0.03237
C 0.26546 0.67060 -0.08063
C 0.79128 1.89533 0.00833
C 0.73104 -1.36445 -1.25713
H -1.60139 -1.57598 0.48757
H -2.69991 -0.53480 1.21051
H -1.20581 -0.46510 1.92500
H -1.58415 1.45165 0.35007
H -1.79397 0.28942 -0.87883
H 1.88570 2.00167 -0.10418
H 0.08609 2.71557 0.11059
H 3.34017 -0.30742 -0.01799
H 1.50353 -2.08687 -1.47667
N 1.08290 -0.46838 -0.20065
O -0.31935 -1.27214 -1.85277
S 2.41798 -0.81853 0.79364
```

Values from the calculation:
SMILES   C=C(CC)N(S)C=O
Relative energy (zero: lowest compared OMol25 entry of this formula, charge and spin)   43.8 kcal per mole
Energy   -724.04998 Eh

Here is 2 unconnected molecules or ions with the total composition C9H10N2O2 at a distorted geometry from the Open Molecules 2025 dataset. Energies are from ωB97M-V/def2-TZVPD.

XYZ file:
```
23
Properties=species:S:1:pos:R:3
C 1.17770 -2.22484 -0.74459
C -2.38494 0.80685 1.16872
C -1.47674 0.09458 2.01361
C -2.48460 0.12610 0.00436
C -1.30252 -1.07869 1.40383
C 1.78945 1.97767 -1.40767
C 0.31447 1.61465 -1.19585
C 1.45322 0.08122 -0.13009
C 1.80609 -1.32507 0.22538
N 0.60461 -2.90129 -1.48372
N -1.86535 -1.10705 0.17280
O 2.43733 0.94499 -0.67552
O 0.26068 0.48241 -0.43386
H -2.57094 1.84517 1.23949
H -0.99512 0.13974 3.00163
H -2.80370 0.45765 -0.94728
H 2.07076 1.77470 -2.45841
H 2.28987 2.92867 -1.11542
H -0.54327 2.29852 -1.20343
H -0.72281 -1.97870 1.70825
H 1.80915 -1.65318 1.26515
H 2.83788 -1.45951 0.14652
H -1.70123 -1.84460 -0.55392
```

Values from the calculation:
Relative energy (zero: lowest compared OMol25 entry of this formula, charge and spin)   136.4 kcal per mole
Energy   -608.74532 Eh

Here is 2 unconnected molecules or ions with the total composition C6H12O at a distorted geometry from the Open Molecules 2025 dataset. Energies are from ωB97M-V/def2-TZVPD.

XYZ file:
```
19
Properties=species:S:1:pos:R:3
C 1.81549 2.05593 -0.44828
C 0.68414 2.49062 -1.02765
C 1.87329 0.67218 0.33250
C 0.70360 -0.25017 0.41186
C -0.43369 0.05474 1.04213
C -1.69773 -0.77162 0.98893
H 2.63318 2.73930 -0.15582
H 0.67799 3.36663 -1.68474
H -0.18545 1.86098 -0.94087
H 2.23736 1.13695 1.27585
H 2.68060 0.15283 -0.23308
H 0.82466 -1.28081 0.10761
H -0.29488 0.97610 1.64123
H -1.55770 -1.57693 0.29573
H -2.63741 -0.13061 0.59442
H -2.00415 -1.11518 1.94384
H -1.47836 -4.12894 -1.69778
H -2.37753 -2.95941 -1.32146
O -1.46340 -3.29259 -1.12444
```

Values from the calculation:
SMILES   C=CC/C=C/C.O
Relative energy (zero: lowest compared OMol25 entry of this formula, charge and spin)   63.4 kcal per mole
Energy   -310.95824 Eh